ORCA calculation (wB97M-V/def2-TZVPD) on 5 unconnected molecules or ions with the total composition C34H59IN9O8 at a distorted geometry.

```
111
Properties=species:S:1:pos:R:3:forces:R:3:mulliken_charge:R:1
C -2.071241 -0.801773 3.750345 -0.4 -0.9 0.0 -0.776
C -3.553509 -1.456712 3.906853 1.2 0.6 1.3 -0.229
O -4.539236 -0.815185 3.062165 0.5 -2.0 -0.3 -0.416
C -4.922432 -1.633880 1.934897 -0.8 0.7 -0.9 -0.600
C -4.161609 -1.149902 0.603656 -0.5 0.3 -0.1 0.007
O -3.694692 -2.285369 -0.202375 1.1 1.0 0.5 -0.505
C -2.286611 -2.510694 0.065491 0.6 0.3 1.2 -0.177
C -1.300257 -1.480812 -0.654509 1.1 -0.4 1.1 0.455
O -1.387854 -1.459475 -2.108447 -1.1 1.9 0.0 -0.361
C -2.315156 -0.484873 -2.581525 -2.7 -2.0 -0.9 -0.214
N -1.725339 0.871846 -2.795527 5.0 -1.9 1.4 0.684
C -0.316798 1.021066 -2.599207 -2.6 5.0 -1.4 -0.393
N 0.017057 2.407490 -2.810694 -4.6 -2.5 -0.5 -0.246
C -1.269948 3.013008 -3.175736 0.9 -2.5 0.9 0.177
N -1.393489 4.306268 -3.475527 1.1 0.9 -0.5 0.415
C -0.126333 5.120622 -3.364615 1.2 0.2 0.5 -1.020
C 0.223057 5.404022 -1.802825 -2.3 0.1 3.0 0.390
O -0.642150 5.358662 -0.895890 3.3 0.2 -4.0 -0.453
O 1.581931 5.744903 -1.445577 -1.8 -2.4 -0.9 -0.237
C 2.275298 4.464255 -1.496517 2.4 -1.6 -2.7 0.781
C 2.014817 3.384324 -0.323017 0.5 0.9 -0.3 -0.781
O 3.011451 4.259382 -2.482944 -2.8 0.8 4.0 -0.532
C -2.606003 5.047336 -3.902563 -0.9 1.2 0.5 -1.250
C -3.356007 5.724390 -2.630506 0.5 1.1 -0.5 0.448
O -3.619857 4.785458 -1.569006 -0.2 0.3 -0.9 -0.517
C -4.634429 6.535400 -3.160761 0.6 0.9 -0.2 -0.682
N -5.416330 7.174987 -2.033372 0.7 -1.7 -0.6 -0.620
N -2.331775 2.050066 -3.164581 1.9 1.1 1.2 0.050
C -3.780343 2.074589 -3.421176 -0.8 -0.3 -1.8 -0.275
C -3.988881 1.752391 -5.010656 -4.2 -0.2 -1.7 0.320
O -5.105663 1.670864 -5.548571 4.5 0.4 2.7 -0.477
I -2.246168 1.479916 -6.335488 -0.5 0.2 0.8 0.047
H -1.319315 -1.669973 3.660260 -1.0 1.5 0.0 0.239
H -1.779975 -0.196285 4.677852 -0.5 -0.6 -1.6 0.318
H -2.066722 -0.190436 2.786369 0.2 -0.6 1.5 0.150
H -3.900088 -1.287038 4.994813 0.5 -0.4 -1.7 0.332
H -3.428370 -2.576625 3.731109 -0.6 1.4 0.0 0.214
H -4.795703 -2.756730 2.088421 0.1 1.5 -0.1 0.309
H -6.044616 -1.443005 1.758944 1.7 -0.3 0.4 0.281
H -3.309795 -0.430094 0.879583 -1.1 -1.2 -0.3 0.121
H -4.894882 -0.536996 -0.045202 1.1 -1.1 0.9 0.258
H -2.148354 -2.344661 1.205096 0.2 -0.3 -1.7 0.122
H -1.957793 -3.602965 -0.115178 -0.9 1.8 -0.2 0.392
H -1.388081 -0.398484 -0.291975 -0.1 -1.5 -0.2 0.368
H -0.218759 -1.829708 -0.397027 -2.0 0.7 -0.5 -0.768
H -3.255885 -0.437974 -1.908433 1.7 0.2 -0.8 0.182
H -2.705943 -0.871850 -3.599036 0.8 0.7 1.5 0.266
H 0.477046 0.259490 -2.326038 -1.7 0.8 -0.4 0.565
H -0.226979 6.153586 -3.839566 -0.3 -1.5 0.6 0.405
H 0.756216 4.611477 -3.909370 -1.4 0.7 1.1 0.504
H 1.852126 2.361748 -0.806900 0.2 1.7 0.6 0.108
H 2.985189 3.329218 0.301405 -1.6 0.2 -1.0 0.389
H 1.141732 3.700245 0.339862 1.2 -0.5 -1.0 0.280
H -2.250710 5.945544 -4.537285 -0.5 -1.6 1.0 0.383
H -3.321554 4.466120 -4.580514 1.2 0.5 1.1 0.261
H -2.617060 6.507853 -2.204290 -1.1 -1.1 -0.8 0.333
H -3.706079 5.246678 -0.708565 0.2 -0.3 -0.9 0.352
H -4.219407 7.392224 -3.820782 -0.6 -1.4 0.9 0.286
H -5.336759 5.937198 -3.833865 0.9 0.6 1.1 0.332
H -6.083170 6.437936 -1.747335 0.4 0.8 0.2 0.306
H -4.763066 7.313377 -1.239743 -0.7 0.1 -0.6 0.287
H -4.388256 1.277365 -2.866111 1.3 1.1 -0.6 0.266
H -4.301065 3.070404 -3.240429 1.1 -1.2 0.1 0.097
C 5.089866 -2.555735 -0.042864 0.1 0.0 0.0 -1.304
C 4.114314 -3.506869 -0.726073 0.3 -0.1 0.2 -0.055
C 2.784831 -2.838730 -1.086648 -0.2 0.1 0.7 -0.313
C 2.109695 -2.336958 0.158195 -1.5 1.2 2.9 0.283
N 1.596459 -1.942746 1.157415 1.9 -1.5 -3.9 -0.580
H 4.697311 -2.191576 0.910190 0.0 0.0 -0.1 0.359
H 6.031529 -3.066604 0.168696 -0.1 0.0 0.0 0.357
H 5.306329 -1.691543 -0.679446 0.0 0.0 0.0 0.365
H 3.933631 -4.360875 -0.067813 0.0 0.1 -0.2 -0.122
H 4.576491 -3.895806 -1.638045 -0.2 0.0 0.0 0.391
H 2.126524 -3.555633 -1.584740 -0.1 0.1 0.1 0.388
H 2.949058 -1.998949 -1.768213 -0.1 0.0 0.1 0.319
C 2.875099 9.155897 -1.638232 -0.1 0.0 0.0 -1.124
C 4.110531 8.278897 -1.463970 -0.3 0.0 -0.2 0.035
C 5.166499 8.911727 -0.554941 0.2 0.6 -0.6 -0.462
C 5.631196 10.213858 -1.141206 1.0 2.3 -0.8 0.201
N 5.994874 11.237610 -1.602135 -1.2 -3.2 1.4 -0.432
H 3.119733 10.106028 -2.119769 0.0 -0.1 0.1 0.454
H 2.138475 8.652495 -2.269764 0.0 0.0 0.1 0.192
H 2.406591 9.369669 -0.672582 0.0 0.0 -0.1 0.305
H 4.542689 8.076000 -2.448995 0.1 0.0 0.2 0.296
H 3.806486 7.316631 -1.041728 0.1 0.1 0.0 -0.095
H 6.023441 8.241492 -0.450972 0.0 0.2 0.0 0.332
H 4.756136 9.094018 0.441999 0.1 0.1 -0.1 0.301
C 1.931327 -7.867483 1.411146 -0.1 0.0 0.0 -0.767
C 3.177962 -8.718456 1.627780 -0.3 -0.1 -0.2 -0.573
C 4.195724 -8.056537 2.558423 0.2 0.8 -0.7 -0.134
C 4.650186 -6.751546 1.969314 1.0 2.3 -0.9 0.154
N 5.007310 -5.725325 1.506038 -1.2 -3.3 1.5 -0.500
H 2.170956 -6.916964 0.926481 0.0 0.0 0.1 0.148
H 1.221675 -8.390865 0.765377 0.0 0.0 0.1 0.326
H 1.433069 -7.653626 2.361894 0.0 0.0 -0.1 0.148
H 3.641167 -8.922666 0.656792 0.1 0.0 0.1 0.371
H 2.881752 -9.681022 2.051440 0.2 0.1 0.0 0.345
H 5.062148 -8.708880 2.692721 0.0 0.2 0.0 0.361
H 3.755923 -7.872668 3.539497 0.2 0.1 -0.2 0.132
C 0.282980 -7.166847 6.302037 0.0 0.1 0.0 -1.044
C -0.322556 -8.557519 6.141707 -0.1 0.4 0.0 -0.419
C 0.695797 -9.679280 6.359131 0.4 0.2 -0.7 -0.445
C 1.804775 -9.564893 5.353400 2.1 -0.1 -1.6 0.271
N 2.676941 -9.473852 4.562780 -3.0 -0.5 2.8 -0.479
H 1.063067 -6.978673 5.559655 0.0 -0.1 0.1 0.263
H -0.484372 -6.400793 6.167127 0.1 -0.1 0.1 0.306
H 0.717995 -7.041044 7.298087 0.0 0.0 -0.1 0.320
H -0.758269 -8.641438 5.140897 0.0 -0.1 0.1 0.284
H -1.139858 -8.674325 6.859052 0.1 -0.1 -0.1 0.314
H 0.212348 -10.652998 6.247150 0.2 0.0 0.0 0.286
H 1.118741 -9.624805 7.365851 0.1 0.0 -0.1 0.288
```
Positions in Å, forces in eV/Å.

Results
frontier orbital gap: 8.41 eV
total charge: +1
total energy: -2722.821758 a.u.